Entry 1:
10
Properties=species:S:1:pos:R:3:forces:R:3 method="wB97M-V/def2-TZVPD" multiplicity=1 homo_ev=-3.78 smiles="CCC(=O)[O-]" de_lowest_ev=0.027 total_charge=-1 e_tot_ev=-7288.4998 gap_ev=8.28
C -0.0423 1.0835 -0.3869 0.2 0.2 0.3
C -0.1218 -0.0690 0.6343 -0.1 0.5 -0.8
C 0.1948 -1.4162 -0.0745 -0.5 -0.2 0.2
O -0.7168 -1.8255 -0.8392 0.3 0.1 0.1
O 1.2896 -1.9507 0.1966 0.2 0.0 0.0
H 0.9892 1.4228 -0.5295 0.0 -0.1 0.0
H -0.4147 0.7540 -1.3497 -0.2 -0.1 -0.2
H -0.6133 1.9652 -0.0699 0.0 -0.1 0.0
H -1.1570 -0.0987 0.9901 0.2 -0.2 0.2
H 0.5925 0.1345 1.4287 -0.1 -0.2 0.3

=====

Entry 2:
85
Properties=species:S:1:pos:R:3:forces:R:3 method="wB97M-V/def2-TZVPD" multiplicity=2 homo_ev="-3.95 / -4.17" de_lowest_ev=1.122 total_charge=-1 e_tot_ev=-225292.9011 gap_ev="6.20 / 6.42" s2=0.801
Cr 0.3951 -0.4266 -0.5369 -0.3 -1.8 0.0
O 1.3971 5.8030 -0.7659 0.0 0.3 -0.1
C 0.9581 5.9519 0.4658 -0.1 -0.3 0.3
O 0.8207 7.0368 0.9792 0.0 0.2 0.1
C 0.6439 4.7067 1.2314 0.2 0.3 -0.4
C 0.2710 4.7349 2.5472 0.0 0.1 0.3
N 0.1027 3.4524 2.9146 -0.1 0.2 0.6
N 0.3342 2.5893 1.9377 -0.2 -0.5 0.2
C 0.6638 3.3229 0.9066 0.1 0.0 -1.0
C 0.9743 2.6286 -0.3977 -0.1 0.0 1.0
O 1.4624 3.2963 -1.3100 0.4 0.8 -0.8
O 0.7473 1.4069 -0.4557 0.0 1.1 0.2
H 1.4416 4.8352 -1.0097 0.1 -0.3 -0.1
H 0.1316 5.5713 3.2146 0.0 -0.1 -0.1
H -0.1349 3.0883 3.8192 -0.1 0.0 0.1
C -1.7904 -2.1582 1.7553 0.0 0.0 -0.1
As -0.9251 -0.4073 1.6262 0.1 -0.5 -0.1
C -2.5316 0.6853 1.7566 0.1 0.1 0.0
C -0.2673 -0.3325 3.4867 0.1 0.1 0.1
C -1.1948 -0.5174 4.5119 0.1 0.0 0.0
C -0.8222 -0.4673 5.8491 0.0 0.0 0.0
C 0.5000 -0.2069 6.1748 0.0 0.0 -0.1
C 1.4376 -0.0383 5.1629 -0.1 0.0 0.0
C 1.0833 -0.1226 3.8156 -0.1 -0.1 0.0
As 2.4475 -0.0218 2.3918 -0.1 0.0 -0.1
C 4.0474 0.0370 3.5307 0.0 0.0 0.1
C 2.5440 -1.9640 2.0775 0.0 0.0 0.0
H -2.6444 -2.1339 2.4288 -0.1 0.0 0.1
H -1.0706 -2.8941 2.1054 0.1 0.0 0.0
H -2.1210 -2.4369 0.7545 0.0 0.0 0.0
H -2.8291 0.8209 2.7930 0.0 0.0 0.1
H -3.3119 0.1679 1.2079 -0.1 0.0 -0.1
H -2.3598 1.6474 1.2855 0.0 0.1 0.0
H -2.2329 -0.7076 4.2638 0.0 0.0 0.0
H -1.5590 -0.6322 6.6284 0.0 0.0 -0.1
H 0.8080 -0.1492 7.2124 0.0 0.0 0.0
H 2.4667 0.1590 5.4334 0.0 0.0 0.0
H 4.0728 -0.7717 4.2610 0.0 0.0 0.0
H 4.1175 0.9986 4.0370 0.0 0.0 0.0
H 4.9012 -0.0584 2.8628 0.1 0.0 0.0
H 2.4557 -2.5118 3.0140 0.0 0.0 0.1
H 3.5037 -2.1875 1.6094 0.0 0.0 0.0
H 1.7590 -2.2668 1.3867 -0.1 0.0 0.0
O -4.3288 -5.8555 -3.3431 0.1 0.0 0.0
C -4.9010 -4.8375 -2.6533 0.3 0.1 -0.1
O -6.0262 -4.9799 -2.2625 -0.3 0.1 0.1
C -4.0782 -3.6121 -2.4381 0.0 -0.2 0.0
C -4.6466 -2.5644 -1.7261 0.0 0.2 0.1
C -3.9355 -1.3999 -1.4756 -0.1 0.0 -0.1
C -2.6253 -1.2260 -1.9436 0.0 -0.1 0.0
S -1.7540 0.2743 -1.6515 0.2 -0.2 0.0
C -2.0652 -2.2890 -2.6687 -0.1 0.0 0.0
C -2.7700 -3.4562 -2.8978 0.2 0.1 -0.1
H -3.4243 -5.6204 -3.5743 0.1 0.0 0.0
H -5.6594 -2.6882 -1.3641 0.0 0.0 0.0
H -4.3934 -0.5950 -0.9119 0.0 0.0 0.0
H -1.0500 -2.1942 -3.0214 0.0 0.0 -0.1
H -2.2519 -4.2434 -3.4419 0.0 0.1 0.0
N 0.3880 -2.0785 -0.8677 0.1 -0.3 0.1
C 0.6062 -3.3723 -1.2405 0.0 0.2 0.1
C 1.1999 -3.6927 -2.4808 0.1 0.0 0.0
C 1.4107 -5.0117 -2.8580 0.0 0.1 0.1
C 1.0300 -6.0669 -2.0332 0.0 0.1 0.0
C 0.4357 -5.7678 -0.8112 -0.1 0.1 0.0
C 0.2263 -4.4529 -0.4176 0.0 0.0 0.0
H 1.5148 -2.8750 -3.1177 0.0 0.0 0.0
H 1.8868 -5.2209 -3.8101 0.0 0.0 0.0
H 1.1912 -7.0938 -2.3372 0.0 0.0 0.0
H 0.1249 -6.5730 -0.1525 0.0 0.1 0.0
H -0.2390 -4.2294 0.5347 0.0 -0.1 0.0
S 2.9716 -0.4082 -1.4747 -0.2 0.1 -0.1
C 2.5795 0.7347 -2.6730 -0.1 0.1 -0.4
N 3.4804 1.6547 -3.0694 -0.1 0.0 0.0
C 3.1510 2.8170 -3.8940 0.0 -0.2 0.0
C 2.0718 2.4226 -4.8859 0.0 0.0 0.1
C 0.9080 1.8475 -4.0992 0.1 -0.1 0.0
N 1.3964 0.7220 -3.3080 0.4 0.3 0.0
H 4.3122 1.6789 -2.5086 0.0 0.0 0.1
H 4.0566 3.1400 -4.4036 0.1 0.0 0.0
H 2.7914 3.6286 -3.2617 0.0 0.0 0.0
H 2.4650 1.6694 -5.5732 0.0 0.0 0.0
H 1.7505 3.2893 -5.4630 0.0 0.0 0.0
H 0.1115 1.4897 -4.7469 0.0 -0.1 0.0
H 0.4976 2.6083 -3.4342 -0.1 0.0 0.0
H 0.7046 0.1046 -2.9181 -0.4 -0.2 0.1

=====

Entry 3:
119
Properties=species:S:1:pos:R:3:forces:R:3 method="wB97M-V/def2-TZVPD" multiplicity=1 homo_ev=-6.36 e_tot_ev=-94452.9460 gap_ev=5.78
Cd -0.2510 0.3149 0.1401 0.5 0.0 0.1
C -0.7445 -3.1999 5.5702 0.0 0.0 0.0
C 0.5636 -3.0034 4.7949 -0.1 0.1 0.0
C 0.5390 -1.7632 3.9554 0.0 0.0 0.0
C 0.9827 -0.5181 4.2914 -0.1 0.0 0.0
C 1.6600 -0.0994 5.5598 0.1 0.0 -0.1
C 3.1845 -0.0451 5.4092 0.0 0.0 0.0
C 0.6896 0.3530 3.1618 0.0 0.1 0.0
N 0.0975 -0.3838 2.1871 0.0 0.0 0.1
C -0.0359 -1.6579 2.6212 0.0 -0.1 -0.1
C -0.6195 -2.7066 1.8864 0.0 0.1 0.0
C -1.2340 -2.6500 0.6261 -0.1 0.1 0.1
C -1.8769 -3.7518 -0.0798 0.0 0.0 0.0
C -1.9075 -5.1791 0.3760 -0.1 0.1 0.0
C -3.2158 -5.5455 1.0865 0.1 0.0 0.0
C -2.4436 -3.2210 -1.2031 0.0 0.0 0.0
C -2.1374 -1.7971 -1.1973 -0.1 0.1 0.0
C -2.5569 -0.8626 -2.1519 0.0 0.0 0.1
C -2.2950 0.5146 -2.2203 0.0 0.0 -0.1
N -1.5369 1.2037 -1.3420 -0.1 0.1 0.0
C -1.4144 2.4826 -1.7723 0.0 0.1 0.0
C -0.7200 3.4926 -1.0941 0.0 -0.1 0.1
C -0.0773 3.4358 0.1563 -0.1 0.1 -0.1
N 0.0035 2.3336 0.9325 -0.1 0.1 0.1
C 0.6572 2.6415 2.0711 0.0 0.0 0.0
C 0.9570 1.7270 3.0952 -0.1 -0.1 -0.1
C 1.0144 4.0549 2.0419 -0.1 0.0 0.0
C 0.5704 4.5446 0.8462 0.1 0.0 0.0
C 0.6755 5.9423 0.3189 -0.1 0.0 0.1
C -0.5860 6.7697 0.5933 0.0 0.0 0.0
C 1.6677 4.8024 3.1625 -0.1 0.0 0.0
C 0.6662 5.1824 4.2600 0.0 0.0 0.0
C -2.1502 2.6272 -3.0214 0.0 0.0 0.0
C -2.7126 1.4141 -3.2884 -0.1 0.0 0.1
C -3.6537 1.0523 -4.3937 0.0 0.0 0.1
C -5.0986 0.9230 -3.8949 0.1 0.0 0.0
C -2.2612 3.8895 -3.8175 -0.1 0.0 0.1
C -3.4359 4.7654 -3.3665 0.1 0.0 0.0
N -1.3948 -1.5175 -0.0972 0.0 -0.1 -0.1
C -3.2523 -3.9218 -2.2507 -0.1 0.1 0.1
C -4.7576 -3.6694 -2.0974 0.0 0.0 0.0
H -0.7373 -4.1371 6.1292 0.0 0.0 0.0
H -1.5956 -3.2115 4.8875 0.0 0.0 0.0
H -0.8971 -2.3805 6.2741 0.0 0.0 0.0
H 0.7431 -3.8752 4.1610 0.0 0.0 0.0
H 1.3982 -2.9495 5.4973 0.0 0.0 0.0
H 1.4002 -0.7983 6.3573 0.0 0.0 0.0
H 1.2896 0.8817 5.8661 0.0 0.0 0.0
H 3.5717 -1.0206 5.1096 0.0 0.0 0.0
H 3.6637 0.2390 6.3475 0.0 0.0 0.0
H 3.4722 0.6763 4.6426 0.0 0.0 0.0
H -0.6325 -3.6732 2.3772 0.0 0.0 0.0
H -1.0684 -5.3653 1.0495 0.0 0.0 0.0
H -1.7696 -5.8356 -0.4871 0.0 0.0 0.0
H -3.4305 -4.8322 1.8837 0.0 0.0 0.0
H -3.1632 -6.5447 1.5219 0.0 0.0 0.0
H -4.0519 -5.5259 0.3863 0.0 0.0 0.0
H -3.1589 -1.2621 -2.9600 0.0 0.0 0.0
H -0.7021 4.4579 -1.5874 0.0 0.0 0.0
H 1.4457 2.1452 3.9684 0.0 0.0 0.0
H 0.8595 5.9123 -0.7579 0.0 0.0 0.0
H 1.5370 6.4372 0.7727 0.0 0.0 0.0
H -1.4683 6.2702 0.1897 0.0 0.0 0.0
H -0.5145 7.7599 0.1406 0.0 0.0 0.0
H -0.7378 6.8932 1.6665 0.0 0.0 0.0
H 2.1359 5.7085 2.7723 0.0 0.0 0.0
H 2.4645 4.1941 3.5985 0.0 0.0 0.0
H -0.1260 5.8111 3.8516 0.0 0.0 0.0
H 1.1549 5.7287 5.0684 0.0 0.0 0.0
H 0.1970 4.2910 4.6788 0.0 0.0 0.0
H -3.3390 0.1115 -4.8537 0.0 0.0 0.0
H -3.6096 1.8189 -5.1697 0.0 0.0 0.0
H -5.1798 0.1429 -3.1365 0.0 0.0 0.0
H -5.7766 0.6777 -4.7141 0.0 0.0 0.0
H -5.4311 1.8583 -3.4422 0.0 0.0 0.0
H -2.3783 3.6411 -4.8740 0.0 0.0 0.0
H -1.3315 4.4561 -3.7305 0.0 0.0 0.0
H -4.3828 4.2454 -3.5196 0.0 0.0 0.0
H -3.4657 5.7021 -3.9257 0.0 0.0 0.0
H -3.3539 5.0032 -2.3045 0.0 0.0 0.0
H -3.0604 -4.9960 -2.1934 0.0 0.0 0.0
H -2.9268 -3.5895 -3.2403 0.0 0.0 0.0
H -5.1038 -3.9938 -1.1154 0.0 0.0 0.0
H -5.3250 -4.2084 -2.8577 0.0 0.0 0.0
H -4.9852 -2.6066 -2.1897 0.0 0.0 0.0
N 4.1760 -0.3559 -2.8182 0.0 0.1 0.1
C 3.4778 -1.4667 -2.0832 0.0 -0.2 0.1
C 4.2979 -2.0266 -0.9314 -0.1 0.1 0.0
C 3.3257 -2.8749 -0.0948 0.0 0.0 -0.1
N 2.2648 -1.9959 0.3811 -0.2 -0.1 0.2
C 2.7428 -3.9987 -0.9630 -0.1 0.1 0.0
C 2.0953 -3.5133 -2.2766 0.0 0.1 0.1
N 0.8097 -2.8389 -2.1389 0.2 0.0 0.0
C 3.0620 -2.5784 -3.0234 -0.1 0.0 -0.1
H 4.5407 0.3404 -2.1522 0.0 0.0 -0.1
H 3.4841 0.1396 -3.4022 0.0 0.0 0.0
H 4.9359 -0.6967 -3.4051 0.0 0.0 0.0
H 2.5991 -0.9923 -1.6508 0.0 0.1 -0.1
H 4.7240 -1.2303 -0.3127 0.0 0.0 0.0
H 5.1118 -2.6597 -1.2995 0.1 0.1 0.0
H 3.8793 -3.3361 0.7327 0.1 0.0 0.0
H 2.6166 -1.2615 0.9865 0.0 0.0 0.0
H 1.5648 -2.5128 0.9025 0.0 0.0 0.0
H 1.9993 -4.5549 -0.3842 0.0 0.0 0.0
H 3.5539 -4.6934 -1.2056 0.0 0.0 0.0
H 1.9321 -4.3809 -2.9198 0.0 0.0 0.0
H 0.8480 -2.1475 -1.3970 0.0 -0.1 0.0
H 0.0648 -3.4836 -1.9024 0.0 0.0 0.0
H 2.5363 -2.1827 -3.8952 0.0 0.0 0.0
H 3.9426 -3.1369 -3.3653 0.0 0.0 0.0
I 0.8158 0.3857 -3.7895 0.0 -0.2 -0.3
I -0.4707 -1.5366 -5.2334 0.1 0.2 0.0
Cl 5.0366 2.0727 -0.4668 -0.1 0.0 -0.1
C 3.3943 2.8229 -0.6039 0.0 0.1 0.1
C 2.4890 1.8213 -1.3209 0.2 0.2 -0.1
O 2.3684 1.9951 -2.5648 0.0 -0.1 0.0
O 2.0319 0.8975 -0.6332 -0.2 -0.3 0.0
H 3.5131 3.7384 -1.1719 0.0 0.0 0.0
H 3.0470 3.0102 0.4083 0.0 0.0 0.0

=====

Entry 4:
48
Properties=species:S:1:pos:R:3:forces:R:3 method="wB97M-V/def2-TZVPD" multiplicity=1 homo_ev=-9.85 smiles=CCO.CCO.CCO.CO.CO.CO.O de_lowest_ev=3.794 e_tot_ev=-24181.4163 gap_ev=10.34
C -0.5186 -0.3537 -0.2534 0.0 -0.1 0.5
C 0.9342 -0.8509 -0.5120 -2.5 0.5 -1.2
O 0.8424 -1.6849 -1.6985 0.6 -0.5 1.2
H -1.2508 -1.1610 -0.2694 0.3 -0.5 -0.4
H -0.8551 0.3670 -0.9986 0.2 0.1 0.0
H -0.7207 0.0190 0.7508 0.5 0.6 0.1
H 1.2462 -1.3976 0.3779 0.5 -0.3 -0.5
H 1.5671 -0.0008 -0.7667 0.3 -0.1 0.5
H 0.7692 -1.1164 -2.4686 0.2 0.3 -0.2
C 2.2200 3.0292 0.1264 0.6 -0.5 -1.1
C 1.9267 2.8133 1.5583 0.0 0.9 0.2
O 2.9397 3.4957 2.2861 0.3 -0.1 0.6
H 3.1796 2.5598 -0.0905 0.2 0.1 -0.1
H 2.3201 4.0912 -0.0981 -0.3 -0.1 -0.2
H 1.4877 2.5036 -0.4864 -0.2 0.3 -0.2
H 1.9613 1.7420 1.7565 -0.3 0.0 0.5
H 0.9731 3.2986 1.7662 -0.3 -0.6 0.4
H 2.5349 4.1608 2.8477 0.1 -0.1 0.0
C -5.5443 -1.4867 0.2442 0.6 0.3 0.1
C -4.3168 -0.8938 0.9416 -1.7 -0.1 -1.9
O -4.8504 -0.3231 2.1097 1.2 -0.1 1.7
H -5.9524 -2.2904 0.8570 0.2 -0.3 -0.3
H -5.2727 -1.7663 -0.7737 -0.5 -0.2 0.0
H -6.2912 -0.6940 0.2875 -0.2 -0.1 -0.6
H -3.9031 -0.1130 0.3035 0.3 0.1 -0.1
H -3.5634 -1.6769 1.0273 0.1 0.3 1.1
H -5.4774 0.3649 1.8747 0.1 0.0 -0.2
C -2.0404 0.3233 4.3314 0.7 -1.5 -1.0
O -2.1275 -0.5552 3.1815 -0.2 0.1 0.4
H -3.0187 0.5017 4.7778 0.1 0.5 -0.2
H -1.4575 -0.2562 5.0473 0.1 0.3 0.2
H -1.4545 1.1678 3.9687 -0.4 0.5 0.7
H -2.9950 -0.4233 2.7921 -0.2 0.1 0.0
C 4.1048 -1.6646 -1.9474 -0.3 -0.8 0.3
O 5.4879 -1.7615 -2.1760 1.0 0.6 -0.4
H 3.7029 -2.6362 -2.2349 -0.7 0.1 0.3
H 3.9604 -1.4555 -0.8874 -0.6 0.0 0.0
H 3.6029 -0.8993 -2.5395 0.4 0.1 -0.1
H 5.8631 -2.1802 -1.3979 0.1 0.0 -0.1
C 0.8377 1.8794 -3.4219 0.4 -0.2 0.2
O 1.4443 0.5902 -3.6816 -0.8 0.4 0.7
H 0.2035 1.8594 -2.5356 -0.1 -0.8 0.0
H 1.5893 2.6042 -3.1091 0.2 0.2 -0.6
H 0.1917 2.2269 -4.2281 0.3 0.0 -0.2
H 1.8805 0.5530 -4.5359 -0.1 0.4 0.0
O 1.5043 -4.4288 -0.8883 0.2 -0.4 0.1
H 0.9589 -4.5769 -0.1158 -0.1 -0.1 0.2
H 1.3763 -3.5038 -1.0987 -0.1 0.6 -0.4